ORCA calculation (ωB97M-V/def2-TZVPD) on the molecule C6H12O in a non-equilibrium geometry.

Bonds (Å) are listed after each position.
Positions of all 19 atoms, in Å:
1 C 2.7094 0.6491 0.1980  C2 1.516, H8 1.096, H9 1.096, H10 1.095
2 C 1.6016 -0.2703 -0.2768  C1 1.516, O3 1.423, H11 1.103, H12 1.102
3 O 0.5541 -0.1726 0.6819  C2 1.423, C4 1.360
4 C -0.4956 -1.0147 0.4861  O3 1.360, C5 1.458, C6 1.776, H13 1.101
5 C -1.7892 -0.6746 1.0659  C4 1.458, C6 1.508, H14 1.092, H15 1.085
6 C -1.9254 -0.4856 -0.4240  C4 1.776, C5 1.508, C7 1.519, H16 1.158
7 C -1.8504 0.9651 -0.8666  C6 1.519, H17 1.095, H18 1.101, H19 1.100
8 H 3.0789 0.3222 1.1764  C1 1.096
9 H 2.3283 1.6716 0.2955  C1 1.096
10 H 3.5441 0.6492 -0.5104  C1 1.095
11 H 1.9591 -1.3112 -0.3502  C2 1.103
12 H 1.2305 0.0332 -1.2693  C2 1.102
13 H -0.2583 -2.0882 0.4303  C4 1.101
14 H -1.6912 0.2484 1.6415  C5 1.092
15 H -2.3585 -1.4487 1.5704  C5 1.085
16 H -1.0794 -1.1174 -0.9002  C6 1.158
17 H -1.6736 1.0392 -1.9451  C7 1.095
18 H -2.8086 1.4706 -0.6715  C7 1.101
19 H -1.0758 1.5348 -0.3319  C7 1.100

As for the spin multiplicity: 1. The value obtained for the electronic energy is -8460.39366 eV. For the relative energy (zero: lowest compared OMol25 entry of this formula, charge and spin), the calculation gives 3.960 eV. Its LUMO energy is 0.03805 Eh. For the HOMO-LUMO gap, the calculation gives 8.64 eV. The SMILES is CCO[C@H]1C[C@H]1C.